No. 1
This record from OMol25 describes a 9-piece molecular cluster, C42H98F6N2O20P overall at a distorted geometry. The level of theory is ωB97M-V/def2-TZVPD.

```
169
Properties=species:S:1:pos:R:3:forces:R:3
P -2.12070 18.44344 -2.59148 -1.315 -0.501 0.470
F -2.73399 19.41499 -1.42985 -0.129 -0.612 0.058
F -3.28579 17.30772 -2.27387 0.440 0.388 -0.776
F -3.21128 19.06412 -3.58773 0.862 0.523 -1.067
F -1.46834 17.45530 -3.71107 -0.304 1.072 -0.429
F -1.02115 19.63078 -2.79033 -0.003 -0.992 -0.892
F -1.18654 17.65147 -1.53913 0.118 1.471 -1.948
C -0.84550 19.83918 6.38819 0.223 0.912 -0.632
O -1.19312 19.08099 5.26510 0.736 -0.087 -0.486
C -2.25725 19.59383 4.46703 -0.114 -1.383 1.219
C -2.35546 18.81901 3.15335 0.529 1.278 0.529
O -1.33568 19.23799 2.27663 0.332 0.324 0.083
C -1.47032 18.74963 0.93966 -1.017 -0.172 0.926
C -1.24902 17.23854 0.82837 0.907 0.254 0.933
O -2.39559 16.47944 1.17334 0.062 0.238 -0.165
C -3.34302 16.45076 0.12496 -0.006 -0.804 0.450
H 0.20717 19.68695 6.62924 -0.115 -0.595 0.171
H -1.49563 19.65546 7.24658 -0.006 -0.022 0.096
H -0.85518 20.90729 6.12582 -0.382 0.064 0.193
H -2.23279 20.68370 4.39027 0.334 0.003 -0.442
H -3.14585 19.34436 5.06498 -0.457 0.209 -0.367
H -3.34546 19.13637 2.80092 -0.101 -0.554 -0.545
H -2.25013 17.74740 3.30863 -0.538 -0.083 0.239
H -0.73892 19.30498 0.35748 -1.279 -0.135 0.205
H -2.48498 19.01511 0.62440 0.263 -0.112 -0.194
H -0.48093 16.96716 1.55468 0.014 -0.028 0.207
H -0.85719 17.04568 -0.17659 -0.220 -0.850 1.855
H -4.17378 15.87099 0.53161 -0.210 0.096 -0.163
H -2.93274 15.92459 -0.74503 -0.123 0.029 0.281
H -3.67710 17.43326 -0.21796 0.057 -0.122 0.419
C -0.74606 12.63261 0.01366 0.243 -0.493 -0.090
O 0.18231 13.63957 -0.30352 0.236 0.205 -0.076
C -0.12787 14.24025 -1.55714 -1.216 0.016 0.430
C 0.94258 15.20379 -2.04543 -0.549 -0.837 0.566
O 2.04915 14.54469 -2.60244 0.472 0.252 -1.032
C 2.71912 13.54770 -1.84845 -1.818 0.453 0.861
C 4.07094 13.43304 -2.43636 1.514 -0.572 -0.478
O 4.67232 12.18155 -2.09872 -0.462 0.107 0.160
C 5.99822 12.10594 -2.53238 0.746 -0.507 0.787
H -1.78490 12.96744 0.08900 0.041 0.380 0.039
H -0.44050 12.18426 0.95661 -0.027 0.115 0.102
H -0.72604 11.84365 -0.74722 -0.012 -0.042 -0.097
H -1.09168 14.75444 -1.41658 0.173 0.479 -0.097
H -0.40246 13.44959 -2.26402 0.639 -0.021 -0.272
H 1.22726 15.87290 -1.22558 0.119 -0.127 0.144
H 0.51063 15.82400 -2.83010 0.025 -0.008 -0.095
H 2.14797 12.61012 -1.86950 0.275 -0.103 -0.260
H 2.66728 13.86386 -0.79835 0.618 -0.167 0.007
H 4.71834 14.25835 -2.11444 -0.077 0.022 0.069
H 4.05156 13.45029 -3.53302 -0.436 0.351 -0.001
H 6.32270 11.06141 -2.52106 -0.395 -0.086 -0.336
H 6.67906 12.54342 -1.78759 -0.083 0.557 -0.258
H 6.17031 12.53478 -3.52262 -0.088 0.067 -0.015
C -11.11676 19.88981 -1.19362 -0.090 0.344 -0.851
O -11.81008 20.42516 -0.08443 0.003 -0.218 0.216
C -11.92443 19.56422 1.04654 0.078 0.588 -0.958
C -10.57862 19.29436 1.70849 -1.034 -0.856 0.784
O -9.68800 18.62779 0.86059 0.421 0.269 -0.717
C -8.38248 18.46736 1.43297 -0.814 0.808 -0.153
C -7.38715 17.99158 0.38857 -0.688 -0.511 0.470
O -7.03795 19.02425 -0.48551 -0.023 -0.331 0.093
C -6.13526 18.63648 -1.51410 0.357 0.678 -0.435
H -10.04676 20.10187 -1.19560 0.047 -0.231 0.418
H -11.49744 20.39441 -2.08683 -0.235 -0.016 0.101
H -11.29204 18.82010 -1.31971 0.090 -0.068 0.147
H -12.48312 18.65860 0.78288 0.417 -0.277 -0.190
H -12.61532 20.11962 1.68223 0.384 -0.058 0.522
H -10.78488 18.59699 2.53598 -0.072 0.260 0.389
H -10.22020 20.23113 2.14438 0.459 0.057 -0.271
H -8.51666 17.78719 2.27763 0.535 -0.278 0.031
H -8.10442 19.45232 1.82001 0.398 -0.044 0.090
H -7.87948 17.16449 -0.13902 0.130 -0.081 -0.160
H -6.50776 17.58769 0.90039 0.106 -0.002 0.051
H -6.62798 18.73772 -2.48119 -0.089 0.139 -0.042
H -5.69292 17.63777 -1.51611 -0.408 -0.168 0.720
H -5.29006 19.32139 -1.45999 0.053 0.041 -0.231
C -6.03890 19.47991 -5.34453 0.889 0.729 -0.294
O -6.13296 19.07907 -6.69388 -0.811 -0.614 -0.269
C -5.98248 20.12309 -7.61640 0.555 0.875 0.864
C -5.91027 19.63279 -9.01740 0.459 -0.233 -0.174
O -7.15242 19.10288 -9.41177 0.339 -0.393 -0.489
C -7.00880 18.37567 -10.62046 -1.096 -0.278 0.514
C -8.33168 17.80353 -11.10706 0.005 0.803 -0.462
O -9.11093 18.85966 -11.65059 -0.066 0.012 -0.373
C -10.40149 18.41180 -11.98763 -0.164 -0.458 0.643
H -6.68328 20.32494 -5.07809 -0.289 -0.072 -0.226
H -5.00724 19.82013 -5.20484 0.029 -0.050 0.490
H -6.24632 18.65316 -4.67417 -0.004 -0.216 -0.242
H -5.03130 20.64211 -7.41584 0.095 0.035 0.006
H -6.75222 20.89443 -7.49315 -0.279 -0.155 -0.035
H -5.07325 18.91976 -9.08415 -0.410 -0.487 0.100
H -5.55866 20.42986 -9.68931 -0.448 0.301 0.054
H -6.35794 17.50884 -10.47682 0.403 0.155 0.042
H -6.63889 19.04226 -11.40259 0.228 -0.107 -0.165
H -8.96769 17.29355 -10.37736 0.546 -0.139 0.401
H -8.05599 17.09822 -11.90376 -0.228 -0.138 -0.016
H -10.99364 19.21858 -12.40854 0.209 0.121 -0.127
H -10.91127 18.05402 -11.08240 -0.106 0.129 0.052
H -10.39352 17.54242 -12.65495 0.171 0.161 -0.317
C 2.57972 15.77796 -6.23770 0.022 0.192 -0.422
O 2.37500 17.16338 -6.33092 0.452 0.436 -0.044
C 1.10656 17.62022 -5.91179 0.639 -0.247 0.226
C 1.06871 19.13469 -6.06897 -1.169 -1.350 -0.648
O 1.10357 19.40886 -7.45715 0.518 0.377 -0.359
C 0.74770 20.75094 -7.74320 0.240 -0.391 0.246
C 0.96606 21.07051 -9.20781 -0.204 -0.225 -0.270
O 2.31817 21.12365 -9.62101 0.116 -0.346 -0.039
C 3.05597 22.12588 -8.96659 -0.211 -0.240 1.013
H 3.53454 15.54975 -6.71584 0.151 0.194 0.272
H 1.85144 15.24598 -6.86579 -0.307 -0.160 0.479
H 2.59818 15.47112 -5.18794 -0.225 -0.382 -0.090
H 0.90649 17.36652 -4.86298 0.143 0.032 0.121
H 0.34961 17.08478 -6.49491 -0.299 0.431 -0.168
H 1.87617 19.60893 -5.51067 0.074 0.124 -0.023
H 0.07768 19.41428 -5.69102 0.138 0.395 0.344
H 1.37159 21.41452 -7.13558 -0.340 0.176 0.217
H -0.31341 20.83089 -7.48077 -0.034 0.613 -0.052
H 0.49832 22.01347 -9.51485 -0.195 0.184 0.477
H 0.44746 20.30005 -9.78201 0.386 -0.137 -0.166
H 4.04729 22.20472 -9.40288 -0.216 0.243 -0.483
H 3.25046 21.88609 -7.91179 -0.056 -0.241 -0.039
H 2.47903 23.05654 -8.91755 0.303 0.280 -0.456
C -0.61691 10.36712 -3.81583 -0.062 0.155 -0.793
O -1.06997 11.70107 -3.77322 -0.240 0.023 0.407
C -1.01356 12.32702 -5.03084 0.978 0.051 -0.544
C -1.56392 13.74202 -4.98559 0.148 -1.161 0.295
O -2.96068 13.71924 -4.88274 -0.014 -0.110 -0.466
C -3.54490 15.00389 -4.80401 0.117 -0.186 1.157
C -5.05569 14.85708 -4.74977 0.447 -0.948 -0.453
O -5.54372 14.04234 -3.69715 0.248 0.453 0.471
C -5.09541 14.50192 -2.44638 0.310 0.509 0.221
H 0.21116 10.27921 -4.52990 0.217 -0.032 0.201
H -1.40737 9.71509 -4.20335 -0.069 -0.121 0.224
H -0.28472 10.04937 -2.83190 -0.117 0.063 0.091
H -1.39872 11.67530 -5.82631 -0.621 0.209 0.127
H 0.04992 12.44328 -5.30702 0.050 0.047 0.080
H -1.20357 14.25700 -5.88159 -0.149 0.228 -0.058
H -1.07550 14.16236 -4.10110 -0.229 0.544 -0.022
H -3.22316 15.65653 -5.62188 -0.160 -0.017 -0.112
H -3.22053 15.45321 -3.85642 0.213 0.376 -0.410
H -5.35148 14.24348 -5.60130 -0.254 0.722 -0.478
H -5.45668 15.87306 -4.70346 -0.398 -0.035 -0.214
H -5.44523 15.51642 -2.21025 -0.385 -0.041 -0.117
H -4.00804 14.62645 -2.44107 -0.066 -0.557 0.355
H -5.43254 13.82137 -1.66984 0.069 -0.119 -0.047
C 3.71152 19.90422 -0.23804 -0.098 -0.158 -0.212
O 4.78687 19.56025 -0.69802 0.046 0.212 0.116
N 2.51142 19.51953 -0.71581 0.732 -0.399 0.508
C 1.26054 19.88843 -0.07885 0.500 0.531 -1.380
C 2.44317 18.70450 -1.91374 -0.663 -0.048 0.155
H 3.61660 20.60010 0.61138 0.070 -0.077 0.138
H 0.73625 20.41630 -0.88256 -0.585 0.204 0.411
H 1.43644 20.56417 0.75424 -0.027 -0.085 0.089
H 0.61794 19.05661 0.21066 1.407 -0.134 -0.059
H 3.39669 18.25602 -2.16752 0.143 0.143 0.189
H 1.71019 17.91865 -1.72353 0.008 -0.021 -0.248
H 2.08728 19.31466 -2.74897 -0.017 -0.087 -0.069
C -3.00494 24.73766 -2.60830 0.134 -0.709 1.167
O -3.37888 24.97377 -1.47202 -0.090 0.276 -0.273
N -2.74912 23.48881 -3.06414 -0.424 0.635 -1.312
C -2.37785 23.28754 -4.46315 0.840 -0.576 0.852
C -2.95536 22.26284 -2.33629 -0.375 -0.634 0.304
H -2.76431 25.54567 -3.31822 -0.112 -0.150 -0.204
H -1.39562 22.79962 -4.48054 0.063 0.078 -0.081
H -2.27146 24.23623 -4.98113 -0.360 -0.027 -0.145
H -3.04022 22.55623 -4.92856 -0.325 0.414 -0.238
H -3.44228 22.36410 -1.36970 0.507 0.641 0.169
H -3.64804 21.58141 -2.84154 0.173 0.166 -0.513
H -2.00501 21.73742 -2.26756 -0.050 -0.077 0.295
```
Positions in Å, forces in eV/Å.

Values from the calculation:
total charge: -1
multiplicity: 1
lowest unoccupied orbital energy: 1.97 eV

Atom charges from the Löwdin analysis, given in e for atoms 1 to 8:
1 P 0.2528
2 F -0.1714
3 F -0.2119
4 F -0.1450
5 F -0.1525
6 F -0.1578
7 F -0.1805
8 C -0.1333



No. 2
This record from OMol25 describes C4H11FMnNO3PS as an isolated structure at a distorted geometry. The level of theory is ωB97M-V/def2-TZVPD.

```
23
Properties=species:S:1:pos:R:3:forces:R:3
C 1.02633 -2.10978 0.59008 -0.503 -0.109 -0.358
P 1.30319 -0.32361 0.34042 1.075 -1.412 -0.805
C 2.31870 -0.18614 -1.15422 -0.458 0.217 0.032
N -0.14114 0.50517 0.00484 0.266 -0.226 1.977
C -1.40292 -0.30392 0.18241 -0.529 0.035 -0.496
C -2.60126 0.38884 -0.49055 -0.034 -0.108 -0.313
O -2.17616 0.96830 -1.69818 0.177 -0.115 0.127
S -0.05517 1.97110 0.88516 0.909 0.740 -0.912
O 0.86705 1.74680 1.95171 -0.034 -0.069 0.291
O 0.15684 3.02345 -0.02449 -0.393 -0.141 0.172
F -1.45047 2.04412 1.48260 -0.266 -0.031 0.145
H 0.43266 -2.33544 1.47246 -0.038 0.123 0.165
H 0.54257 -2.58410 -0.26285 -0.049 0.006 -0.141
H 1.99133 -2.62335 0.69318 0.138 0.093 -0.023
H 3.27757 -0.69501 -1.02631 0.110 -0.055 -0.014
H 1.80121 -0.60420 -2.01590 -0.076 -0.089 -0.084
H 2.48649 0.87248 -1.34480 0.155 0.119 -0.064
H -1.26954 -1.23585 -0.35438 0.336 -0.058 -0.101
H -1.61097 -0.53114 1.22533 0.040 0.069 0.159
H -3.10447 1.08505 0.17122 0.040 0.155 0.052
H -3.31249 -0.40234 -0.72054 -0.139 -0.129 0.123
H -2.39048 1.90119 -1.71160 -0.135 0.247 -0.141
Mn 3.31114 -0.57164 1.80441 -0.589 0.738 0.210
```
Positions in Å, forces in eV/Å.

Values from the calculation:
total charge: +2
ΔE to the lowest compared entry with this formula, charge and spin: 7.6 kcal per mole
expectation value of S²: 8.7716
multiplicity: 6
lowest unoccupied orbital energy (spin up / spin down): -11.08 / -11.17 eV

Atom charges from the Löwdin analysis, given in e for atoms 1 to 8:
1 C -0.2411
2 P 0.7677
3 C -0.2064
4 N -0.3024
5 C -0.1735
6 C -0.2306
7 O -0.0214
8 S 0.5667



No. 3
This record from OMol25 describes one molecule with the formula C5H9NO at a distorted geometry. The level of theory is ωB97M-V/def2-TZVPD.

```
16
Properties=species:S:1:pos:R:3:forces:R:3
C 0.90063 -1.50752 0.42965 -0.036 -0.228 0.340
C -0.13939 -1.14938 -0.57106 0.261 -0.328 0.299
N -1.53085 -0.92988 -0.30699 -0.423 -0.249 -0.122
C -0.75457 0.24257 -0.63803 1.141 -0.446 0.315
C -0.60528 1.26098 0.46459 0.236 -0.186 -0.105
C 0.67101 2.02749 0.27927 0.320 -0.050 -0.145
O 1.51848 1.70990 -0.52386 -0.222 0.268 0.360
H 0.88322 -0.80751 1.26645 0.029 -0.240 0.117
H 0.74064 -2.52196 0.78572 0.197 -0.131 0.257
H 1.89217 -1.43815 -0.03828 -0.290 -0.037 0.108
H 0.03468 -1.58457 -1.56865 0.182 0.362 0.362
H -2.12503 -1.29868 -1.03606 -0.085 0.083 -0.094
H -0.21444 0.39858 -1.55717 -1.568 1.438 -1.208
H -0.57043 0.76021 1.44505 0.061 0.112 -0.122
H -1.43658 1.98231 0.56786 0.151 -0.328 -0.331
H 0.81088 2.91710 0.92562 0.046 -0.041 -0.032
```
Positions in Å, forces in eV/Å.

Values from the calculation:
ΔE to the lowest compared entry with this formula, charge and spin: 70.1 kcal per mole
SMILES string: C[C@H]1N[C@H]1CC=O
multiplicity: 1
lowest unoccupied orbital energy: 1.09 eV

Atom charges from the Löwdin analysis, given in e for atoms 1 to 8:
1 C -0.0526
2 C -0.3509
3 N 0.0648
4 C -0.2907
5 C -0.1297
6 C -0.2558
7 O 0.0486
8 H 0.0691



No. 4
This record from OMol25 describes a 2-piece molecular cluster, C4H10N3O overall at a distorted geometry. The level of theory is ωB97M-V/def2-TZVPD.

```
18
Properties=species:S:1:pos:R:3:forces:R:3
C -1.94891 -0.29926 0.52809 -1.175 0.219 -0.559
C 0.33594 -1.52088 1.16815 2.157 0.481 -0.458
C 2.15794 0.07991 -2.36265 -0.019 2.246 0.210
C -0.62211 -0.26822 1.20739 1.936 -1.597 1.714
N 0.15982 0.71873 0.49950 -0.413 0.172 2.044
N 0.75735 1.22550 -0.26585 0.885 1.683 0.042
N 0.74403 0.36974 -2.01411 -0.067 -0.622 0.328
O -0.16985 0.54184 -2.74553 1.130 -0.251 -0.818
H -1.82157 -0.19516 -0.58365 -0.129 -0.375 0.982
H -2.43125 -1.31122 0.74650 0.143 1.805 -0.099
H -2.45292 0.66968 0.86675 -0.150 -1.818 -0.405
H 1.41108 -1.23133 1.53178 -2.004 -0.216 -0.611
H 0.47405 -1.91430 0.14207 -0.293 0.276 0.414
H 0.09216 -2.36611 1.80233 -0.745 0.230 0.171
H 2.16874 -0.34384 -3.32074 0.494 -0.347 -1.573
H 2.52085 -0.62060 -1.62163 -0.027 -0.063 0.255
H 2.77055 1.07791 -2.25325 -1.284 -1.881 -0.393
H -0.61272 0.03536 2.29426 -0.439 0.057 -1.243
```
Positions in Å, forces in eV/Å.

Values from the calculation:
total charge: +1
ΔE to the lowest compared entry with this formula, charge and spin: 127.9 kcal per mole
multiplicity: 1
lowest unoccupied orbital energy (spin up / spin down): -4.97 / -4.96 eV

Atom charges from the Löwdin analysis, given in e for atoms 1 to 8:
1 C -0.0369
2 C -0.0329
3 C -0.0088
4 C -0.3620
5 N 0.0797
6 N 0.3224
7 N -0.1906
8 O 0.1210